Here is C25H48LaP4S as an isolated structure at a distorted geometry from the Open Molecules 2025 dataset. Energies are from ωB97M-V with the def2-TZVPD basis set.

```
79
Properties=species:S:1:pos:R:3
La 0.49 -0.82 -0.65
P -0.44 1.80 1.20
P -2.48 -0.78 -0.52
P 2.68 1.16 -0.33
H 1.09 -2.31 -5.88
C 1.85 -2.01 -5.18
C 2.20 -2.87 -4.05
H 1.42 -3.52 -3.64
C -0.92 3.27 0.20
C -1.94 1.72 2.26
C 0.60 2.68 2.45
C -3.17 -2.12 -1.57
C -3.68 -0.87 0.88
C -3.09 0.70 -1.40
C 4.07 0.75 -1.46
C 3.71 1.33 1.19
C 2.50 2.94 -0.75
H 2.64 -1.37 -5.58
H 3.21 -3.27 -4.06
H -1.28 4.07 0.86
H -1.72 3.00 -0.50
H -0.07 3.64 -0.38
H -2.05 2.66 2.81
H -1.84 0.90 2.98
H -2.84 1.56 1.65
H -0.02 3.42 2.97
H 1.46 3.20 2.00
H 0.96 1.96 3.19
H -4.18 -1.83 -1.89
H -3.23 -3.05 -0.99
H -2.56 -2.30 -2.46
H -4.50 -0.16 0.74
H -3.19 -0.64 1.84
H -4.12 -1.88 0.96
H -3.94 0.41 -2.02
H -2.30 1.11 -2.05
H -3.40 1.47 -0.68
H 4.75 1.61 -1.50
H 3.70 0.54 -2.47
H 4.60 -0.14 -1.09
H 4.56 1.99 0.97
H 4.10 0.35 1.49
H 3.14 1.75 2.02
H 3.48 3.31 -1.06
H 2.15 3.53 0.10
H 1.80 3.05 -1.59
C 0.61 -0.46 -3.46
C 0.79 0.91 -4.09
C -0.32 1.25 -5.02
C -1.31 0.37 -5.35
C -1.44 -0.88 -4.71
C -0.48 -1.30 -3.78
S 2.19 -1.16 -3.22
H 1.00 1.74 -3.40
H 1.76 0.90 -4.69
H -0.32 2.26 -5.43
H -2.03 0.58 -6.15
H -2.27 -1.54 -4.96
H -0.45 -2.36 -3.42
C 1.96 -2.46 2.76
P 0.39 -1.73 2.16
C -0.59 -3.27 2.08
C -0.24 -1.02 3.76
C 0.62 -0.20 4.50
C 0.18 0.37 5.69
C -1.11 0.11 6.16
C -1.95 -0.74 5.45
C -1.52 -1.30 4.24
H 2.50 -2.89 1.91
H 1.67 -3.24 3.48
H 2.56 -1.68 3.25
H -0.46 -3.78 3.04
H -1.66 -3.08 1.89
H -0.20 -3.91 1.27
H 1.64 -0.04 4.18
H 0.86 1.01 6.26
H -1.45 0.57 7.09
H -2.95 -0.97 5.82
H -2.18 -2.01 3.74
```

Properties
Total charge ... +3
Frontier orbital gap (spin up / spin down) ... 6.30 / 5.43 eV

Mulliken charges, unit e, in atom order: atom 1 (La): 1.632, atom 2 (P): 0.525, atom 3 (P): 0.848, atom 4 (P): 0.639, atom 5 (H): 0.392, atom 6 (C): -0.839, atom 7 (C): -0.313, atom 8 (H): 0.234, atom 9 (C): -1.385, atom 10 (C): -0.928, atom 11 (C): -1.180, atom 12 (C): -1.240, atom 13 (C): -1.149, atom 14 (C): -1.321, atom 15 (C): -1.173, atom 16 (C): -1.234, atom 17 (C): -1.417, atom 18 (H): 0.402, atom 19 (H): 0.405, atom 20 (H): 0.418, atom 21 (H): 0.337, atom 22 (H): 0.364, atom 23 (H): 0.580, atom 24 (H): -0.071, atom 25 (H): 0.374, atom 26 (H): 0.537, atom 27 (H): 0.494, atom 28 (H): -0.018, atom 29 (H): 0.483, atom 30 (H): 0.428, atom 31 (H): 0.159, atom 32 (H): 0.507, atom 33 (H): 0.026, atom 34 (H): 0.484, atom 35 (H): 0.533, atom 36 (H): 0.186, atom 37 (H): 0.444, atom 38 (H): 0.492, atom 39 (H): 0.279, atom 40 (H): 0.418, atom 41 (H): 0.440, atom 42 (H): 0.421, atom 43 (H): 0.301, atom 44 (H): 0.590, atom 45 (H): 0.448, atom 46 (H): 0.168, atom 47 (C): 0.596, atom 48 (C): 0.021, atom 49 (C): -0.842, atom 50 (C): -0.576, atom 51 (C): -0.755, atom 52 (C): -0.462, atom 53 (S): -0.224, atom 54 (H): -0.291, atom 55 (H): 0.481, atom 56 (H): 0.501, atom 57 (H): 0.482, atom 58 (H): 0.562, atom 59 (H): 0.495, atom 60 (C): -1.335, atom 61 (P): 0.803, atom 62 (C): -1.580, atom 63 (C): 0.897, atom 64 (C): -0.689, atom 65 (C): -0.563, atom 66 (C): -0.691, atom 67 (C): -0.650, atom 68 (C): -0.546, atom 69 (H): 0.485, atom 70 (H): 0.422, atom 71 (H): 0.411, atom 72 (H): 0.523, atom 73 (H): 0.302, atom 74 (H): 0.536, atom 75 (H): 0.227, atom 76 (H): 0.454, atom 77 (H): 0.441, atom 78 (H): 0.463, atom 79 (H): 0.386

Here is C34H37GeNO2PdSi as an isolated structure at a distorted geometry from the Open Molecules 2025 dataset. Energies are from ωB97M-V with the def2-TZVPD basis set.

```
77
Properties=species:S:1:pos:R:3
Pd 12.03 10.76 11.74
C 15.98 8.44 11.07
Si 14.94 9.98 10.92
C 15.93 11.57 10.59
C 13.70 9.73 9.46
N 13.95 10.14 12.37
C 14.45 10.19 13.63
C 15.82 10.44 13.89
C 16.24 10.76 15.16
C 15.34 10.95 16.21
C 14.00 10.65 15.98
C 13.59 10.15 14.78
O 12.34 9.65 14.59
C 11.44 9.50 15.67
C 11.73 8.64 16.71
C 10.77 8.32 17.64
C 9.53 8.95 17.59
C 9.28 9.90 16.63
C 10.24 10.20 15.65
H 16.62 8.33 10.18
H 15.31 7.58 11.09
H 16.58 8.43 11.99
H 15.70 11.95 9.60
H 17.02 11.48 10.66
H 15.59 12.28 11.37
H 14.32 9.46 8.61
H 13.09 10.55 9.11
H 13.00 8.93 9.66
H 16.55 10.35 13.10
H 17.32 10.96 15.34
H 15.69 11.31 17.16
H 13.23 10.82 16.74
H 12.71 8.11 16.76
H 10.92 7.55 18.38
H 8.75 8.70 18.33
H 8.29 10.38 16.64
H 10.03 11.02 14.94
C 12.42 13.98 11.35
O 12.43 12.71 10.68
H 12.78 14.75 10.65
H 13.07 13.99 12.21
H 11.38 14.18 11.68
H 13.27 12.62 10.22
C 7.46 14.17 13.28
C 8.81 13.91 13.52
C 9.41 12.78 12.99
C 8.71 11.86 12.23
C 7.34 12.16 11.96
C 6.73 13.32 12.45
Ge 9.69 10.45 11.34
C 9.15 8.68 11.95
C 9.60 7.53 11.31
C 9.30 6.26 11.80
C 8.47 6.09 12.91
C 8.03 7.26 13.56
C 8.39 8.53 13.11
C 9.08 10.55 9.50
C 9.22 11.72 8.72
C 8.36 11.99 7.66
C 7.44 11.03 7.20
C 7.32 9.85 7.93
C 8.15 9.60 9.03
H 7.00 15.07 13.66
H 9.38 14.61 14.09
H 10.49 12.57 13.20
H 6.73 11.50 11.36
H 5.72 13.61 12.14
H 10.20 7.59 10.40
H 9.69 5.39 11.25
H 8.11 5.11 13.20
H 7.43 7.22 14.45
H 8.01 9.40 13.64
H 9.94 12.47 9.02
H 8.41 12.97 7.16
H 6.82 11.25 6.32
H 6.54 9.11 7.77
H 8.01 8.68 9.60
```

Properties
Multiplicity ... 6
Total charge ... +3
Frontier orbital gap (spin up / spin down) ... 7.97 / 3.91 eV

Mulliken charges, unit e, in atom order: atom 1 (Pd): 0.748, atom 2 (C): -1.074, atom 3 (Si): 0.220, atom 4 (C): -1.157, atom 5 (C): -1.179, atom 6 (N): 0.432, atom 7 (C): 0.867, atom 8 (C): -0.397, atom 9 (C): -0.927, atom 10 (C): -0.841, atom 11 (C): -0.386, atom 12 (C): 0.044, atom 13 (O): -0.250, atom 14 (C): 0.100, atom 15 (C): 0.132, atom 16 (C): -0.695, atom 17 (C): -0.472, atom 18 (C): -0.455, atom 19 (C): 0.048, atom 20 (H): 0.365, atom 21 (H): 0.311, atom 22 (H): 0.382, atom 23 (H): 0.422, atom 24 (H): 0.408, atom 25 (H): 0.371, atom 26 (H): 0.430, atom 27 (H): 0.408, atom 28 (H): 0.254, atom 29 (H): 0.426, atom 30 (H): 0.408, atom 31 (H): 0.468, atom 32 (H): 0.602, atom 33 (H): 0.509, atom 34 (H): 0.472, atom 35 (H): 0.460, atom 36 (H): 0.475, atom 37 (H): 0.145, atom 38 (C): -0.705, atom 39 (O): -0.273, atom 40 (H): 0.365, atom 41 (H): 0.299, atom 42 (H): 0.208, atom 43 (H): 0.115, atom 44 (C): -0.619, atom 45 (C): -1.089, atom 46 (C): -0.855, atom 47 (C): 0.854, atom 48 (C): -0.518, atom 49 (C): -0.714, atom 50 (Ge): 0.434, atom 51 (C): 0.185, atom 52 (C): -0.064, atom 53 (C): -0.603, atom 54 (C): -0.669, atom 55 (C): -0.702, atom 56 (C): -0.130, atom 57 (C): 0.358, atom 58 (C): -0.317, atom 59 (C): -0.487, atom 60 (C): -0.436, atom 61 (C): -0.561, atom 62 (C): -0.095, atom 63 (H): 0.433, atom 64 (H): 0.501, atom 65 (H): 0.691, atom 66 (H): 0.484, atom 67 (H): 0.436, atom 68 (H): 0.389, atom 69 (H): 0.436, atom 70 (H): 0.460, atom 71 (H): 0.473, atom 72 (H): 0.557, atom 73 (H): 0.429, atom 74 (H): 0.440, atom 75 (H): 0.436, atom 76 (H): 0.440, atom 77 (H): 0.341

Here is an isolated molecule of C26H32N4O4S at a distorted geometry from the Open Molecules 2025 dataset. Energies are from ωB97M-V with the def2-TZVPD basis set.

```
67
Properties=species:S:1:pos:R:3
C -0.83 -1.41 -2.44
C 0.07 -2.64 -2.35
N 1.29 -2.38 -1.60
C 2.35 -3.34 -1.82
C 2.06 -4.81 -1.48
C 1.10 -1.91 -0.24
C 0.30 -2.80 0.73
C -0.06 -2.05 2.01
N -0.79 -0.82 1.77
C -0.22 0.40 2.30
C 0.95 0.87 1.48
C 2.24 0.64 1.84
C 3.34 0.98 1.01
C 4.67 0.71 1.39
C 5.66 1.06 0.51
C 5.37 1.67 -0.73
C 4.09 1.95 -1.12
C 3.06 1.59 -0.23
N 1.76 1.85 -0.55
C 0.66 1.54 0.22
O -0.45 1.85 -0.18
O 6.53 1.91 -1.39
C 7.57 1.43 -0.56
O 7.01 0.91 0.63
C -2.07 -0.88 1.30
S -2.90 -2.32 1.29
N -2.58 0.28 0.82
C -3.88 0.56 0.39
C -4.04 1.52 -0.59
C -5.30 1.89 -1.04
C -6.43 1.29 -0.49
O -7.71 1.57 -0.85
C -7.93 2.52 -1.86
C -6.26 0.33 0.51
C -5.01 -0.03 0.96
H -1.34 -1.23 -1.50
H -1.59 -1.57 -3.20
H -0.25 -0.53 -2.71
H -0.51 -3.48 -1.95
H 0.40 -2.91 -3.37
H 2.60 -3.28 -2.89
H 3.22 -3.00 -1.25
H 1.87 -4.94 -0.42
H 2.93 -5.41 -1.75
H 1.20 -5.17 -2.04
H 0.59 -0.95 -0.32
H 2.10 -1.72 0.17
H 0.87 -3.68 1.01
H -0.62 -3.12 0.25
H 0.85 -1.79 2.55
H -0.67 -2.71 2.64
H -0.99 1.18 2.33
H 0.11 0.22 3.33
H 2.45 0.16 2.79
H 4.90 0.24 2.33
H 3.88 2.41 -2.07
H 1.56 2.30 -1.43
H 8.13 0.64 -1.08
H 8.25 2.26 -0.31
H -1.89 0.95 0.47
H -3.16 1.99 -1.02
H -5.38 2.64 -1.81
H -9.01 2.57 -1.99
H -7.47 2.21 -2.81
H -7.56 3.51 -1.58
H -7.15 -0.11 0.94
H -4.91 -0.76 1.74
```

Properties
Total charge ... 0
Structure (SMILES) ... CCN(CC)CCCN(Cc1cc2cc3c(cc2[nH]c1=O)OCO3)C(=S)Nc1ccc(OC)cc1
Frontier orbital gap ... 7.22 eV

natural (NBO) charges, unit e, in atom order: atom 1 (C): -0.611, atom 2 (C): -0.215, atom 3 (N): -0.461, atom 4 (C): -0.196, atom 5 (C): -0.633, atom 6 (C): -0.216, atom 7 (C): -0.440, atom 8 (C): -0.215, atom 9 (N): -0.452, atom 10 (C): -0.235, atom 11 (C): -0.123, atom 12 (C): -0.104, atom 13 (C): -0.159, atom 14 (C): -0.207, atom 15 (C): 0.216, atom 16 (C): 0.286, atom 17 (C): -0.309, atom 18 (C): 0.278, atom 19 (N): -0.563, atom 20 (C): 0.638, atom 21 (O): -0.666, atom 22 (O): -0.466, atom 23 (C): 0.235, atom 24 (O): -0.471, atom 25 (C): 0.317, atom 26 (S): -0.269, atom 27 (N): -0.637, atom 28 (C): 0.114, atom 29 (C): -0.167, atom 30 (C): -0.319, atom 31 (C): 0.284, atom 32 (O): -0.495, atom 33 (C): -0.250, atom 34 (C): -0.245, atom 35 (C): -0.195, atom 36 (H): 0.211, atom 37 (H): 0.215, atom 38 (H): 0.202, atom 39 (H): 0.168, atom 40 (H): 0.191, atom 41 (H): 0.184, atom 42 (H): 0.186, atom 43 (H): 0.200, atom 44 (H): 0.208, atom 45 (H): 0.206, atom 46 (H): 0.192, atom 47 (H): 0.187, atom 48 (H): 0.202, atom 49 (H): 0.234, atom 50 (H): 0.188, atom 51 (H): 0.235, atom 52 (H): 0.240, atom 53 (H): 0.204, atom 54 (H): 0.216, atom 55 (H): 0.231, atom 56 (H): 0.229, atom 57 (H): 0.418, atom 58 (H): 0.164, atom 59 (H): 0.164, atom 60 (H): 0.442, atom 61 (H): 0.212, atom 62 (H): 0.216, atom 63 (H): 0.198, atom 64 (H): 0.174, atom 65 (H): 0.172, atom 66 (H): 0.222, atom 67 (H): 0.241

Here is a 2-piece molecular cluster, C3H8O2 overall at a distorted geometry from the Open Molecules 2025 dataset. Energies are from ωB97M-V with the def2-TZVPD basis set.

```
13
Properties=species:S:1:pos:R:3
C 0.25 -1.34 1.58
C -0.72 -0.15 1.52
C -1.29 0.16 0.20
O -1.02 0.34 2.62
H -0.38 -2.25 1.53
H 0.71 -1.30 2.58
H 1.04 -1.42 0.83
H -2.39 0.25 0.26
H -1.04 -0.63 -0.53
H -0.88 1.12 -0.16
O 1.74 1.69 -3.12
H 2.26 2.46 -3.44
H 1.73 1.06 -3.87
```

Properties
Total charge ... 0
Structure (SMILES) ... CC(C)=O.O
Frontier orbital gap ... 10.26 eV

natural (NBO) charges, unit e, in atom order: atom 1 (C): -0.724, atom 2 (C): 0.588, atom 3 (C): -0.729, atom 4 (O): -0.548, atom 5 (H): 0.230, atom 6 (H): 0.236, atom 7 (H): 0.222, atom 8 (H): 0.245, atom 9 (H): 0.223, atom 10 (H): 0.257, atom 11 (O): -0.942, atom 12 (H): 0.472, atom 13 (H): 0.471

Relative energy (zero: lowest compared OMol25 entry of this formula, charge and spin) for every record listed, in sequence, given in kJ/mol: 107.4 0.0 144.6 70.9.